[1]
Density functional theory data (the ωB97M-V functional and the def2-TZVPD basis) for a cluster of 10 separate species, C28H75BN3O14S in total at a distorted geometry.

Positions of all 122 atoms, in Å:
C  3.66188  -1.00613  -0.06618
C  2.77764  -1.87367  0.82116
O  2.31149  -3.06859  0.16780
C  1.44650  -2.85150  -0.87829
O  1.70404  -3.27294  -1.96229
C  0.14809  -2.14106  -0.53303
C  -0.85800  -2.14786  -1.69744
C  -1.51737  -0.79864  -1.98983
N  -2.39479  -0.25059  -0.89892
C  -1.66101  0.72164  -0.06646
C  -1.88156  0.28202  1.39414
N  -2.88714  -0.80354  1.28468
O  -4.16044  -0.20957  1.74059
C  -3.06940  -1.10723  -0.08415
N  -3.84215  -2.09243  -0.44931
S  -4.54743  -3.12823  0.76240
C  -4.16284  -2.36759  -1.85706
B  -5.68495  -2.75927  -2.11699
O  -6.70817  -2.53965  -1.20987
O  -5.97226  -3.28761  -3.35313
H  3.34829  -1.00836  -1.11253
H  3.62240  0.02406  0.29501
H  4.70109  -1.32954  -0.04177
H  1.93939  -1.31989  1.25367
H  3.37431  -2.22161  1.66531
H  -0.28000  -2.69659  0.30990
H  0.36067  -1.14612  -0.14190
H  -1.58338  -2.93666  -1.50251
H  -0.35534  -2.45336  -2.61761
H  -0.73373  -0.08420  -2.22772
H  -2.09884  -0.89691  -2.90798
H  -0.58532  0.75175  -0.22897
H  -1.99024  1.73876  -0.26072
H  -2.30116  1.09241  1.97887
H  -1.01167  -0.11611  1.91356
H  -4.77922  -0.16472  0.99805
H  -3.49439  -3.19277  1.60731
H  -3.90861  -1.52680  -2.50013
H  -3.52870  -3.20827  -2.18689
H  -7.01901  -3.41784  -0.93433
H  -6.65816  -3.96370  -3.29447
C  -0.93040  4.94072  -2.97681
C  -1.70454  4.48453  -1.75632
O  -0.94921  3.51261  -1.01545
H  -0.69684  4.09678  -3.62820
H  -1.49283  5.67699  -3.55387
H  0.01914  5.39132  -2.67804
H  -2.64405  4.01410  -2.04606
H  -1.93401  5.32714  -1.10664
H  -0.12537  3.93785  -0.75088
C  -10.75931  -5.12960  0.04437
C  -9.89340  -5.38295  -1.17360
O  -8.52506  -5.60440  -0.80944
H  -10.39325  -4.26534  0.59979
H  -11.79461  -4.94724  -0.24413
H  -10.73604  -5.98750  0.72014
H  -9.90433  -4.51916  -1.83706
H  -10.25983  -6.24874  -1.73200
H  -8.49693  -6.37269  -0.23145
C  3.46606  7.11362  -2.89847
C  2.82436  7.19326  -1.52744
O  2.37262  5.90818  -1.08356
H  2.76068  6.70926  -3.62559
H  3.79093  8.09831  -3.23550
H  4.33469  6.45134  -2.88067
H  1.94841  7.83906  -1.54951
H  3.53202  7.60160  -0.79787
H  3.13747  5.32292  -1.05335
C  3.57528  7.09890  2.98471
C  4.74379  6.35174  2.36973
O  4.29202  5.33123  1.47499
H  2.92259  6.40985  3.52264
H  3.92238  7.86698  3.67748
H  2.97375  7.57970  2.20913
H  5.32902  5.85771  3.14372
H  5.40261  7.03816  1.83244
H  3.78456  5.76345  0.78156
C  4.36997  -5.73030  2.20244
C  3.78572  -5.69818  3.60089
O  3.57200  -4.35060  4.03113
H  5.31456  -5.18503  2.17232
H  4.54524  -6.75529  1.87418
H  3.69193  -5.24717  1.49251
H  4.46877  -6.15943  4.31047
H  2.83645  -6.24215  3.63751
H  2.95941  -3.94723  3.40983
C  -6.01622  6.35151  -2.34638
C  -5.11354  7.24095  -1.51233
O  -3.74903  6.82672  -1.59208
H  -5.93523  5.31390  -2.01872
H  -7.05792  6.66393  -2.26553
H  -5.72705  6.38643  -3.39965
H  -5.39197  7.19091  -0.46113
H  -5.19549  8.28249  -1.83714
H  -3.48467  6.88255  -2.51558
C  7.11458  -8.85154  5.54521
C  5.90405  -9.50087  4.90110
O  5.50345  -8.80949  3.71867
H  6.90157  -7.81075  5.79214
H  7.40227  -9.37618  6.45722
H  7.96620  -8.85795  4.86073
H  5.05203  -9.47700  5.57874
H  6.11624  -10.54625  4.65528
H  6.24254  -8.83266  3.10357
C  -2.55095  -5.86150  -5.62969
C  -3.17485  -5.84430  -4.24849
O  -3.37920  -4.50654  -3.78068
H  -1.59542  -5.33624  -5.62196
H  -2.38571  -6.88357  -5.97101
H  -3.19720  -5.35705  -6.35192
H  -2.52095  -6.33206  -3.52729
H  -4.13391  -6.37200  -4.25340
H  -3.97388  -4.07616  -4.40471
C  9.19791  7.89877  4.21055
C  8.01190  7.31815  3.46397
O  7.70191  8.07842  2.29734
H  8.99664  8.93091  4.49848
H  9.41748  7.32023  5.10892
H  10.08806  7.90310  3.57724
H  7.12400  7.33055  4.09480
H  8.20987  6.28009  3.17548
H  8.47550  8.06707  1.72614

## Properties
total charge	+1
E_HOMO	-11.4	eV

[2]
Density functional theory data (the ωB97M-V functional and the def2-TZVPD basis) for a cluster of 8 separate species, C28H75N3O12 in total at a distorted geometry.

Positions of all 118 atoms, in Å:
C  3.43114  0.86005  -1.18053
O  3.78214  2.17005  -1.38453
C  3.72214  3.01205  -0.26153
C  4.58614  4.18405  -0.61553
N  4.68814  5.22905  0.41447
C  6.01714  5.41205  0.98747
C  6.45614  4.17805  1.67747
O  7.25214  4.25005  2.61447
C  8.59314  4.45305  2.32147
H  4.21514  0.30505  -0.63253
H  3.39614  0.46005  -2.21653
H  2.41214  0.72205  -0.75553
H  3.96214  2.49505  0.67447
H  2.69314  3.33105  -0.13053
H  4.33814  4.49905  -1.64453
H  5.59614  3.86405  -0.80453
H  4.03114  4.88805  1.17247
H  5.83714  6.27705  1.67147
H  6.67314  5.82305  0.23547
H  6.78914  3.46605  0.95147
H  5.56114  3.74305  2.11547
H  8.87114  3.76005  1.54247
H  9.25314  4.33705  3.19047
H  8.63414  5.43805  1.84847
C  0.77214  -5.45095  0.00747
O  1.93514  -4.82195  0.48647
C  1.91314  -3.41895  0.28847
C  2.99914  -2.81795  1.18947
N  2.94614  -1.35395  1.14047
C  3.84314  -0.62695  2.03147
C  3.15814  -0.60795  3.43647
O  2.10814  0.04905  3.67147
C  1.39114  -0.36195  4.82347
H  -0.12786  -5.03795  0.45547
H  0.72714  -6.49595  0.14947
H  0.67614  -5.27795  -1.10153
H  0.96514  -3.01095  0.43847
H  2.16614  -3.22695  -0.76953
H  4.06214  -3.07795  0.88947
H  2.90214  -3.26395  2.21747
H  2.03014  -0.91895  1.32947
H  3.93214  0.38005  1.63547
H  4.83114  -1.11395  2.05847
H  3.95614  -0.46495  4.16047
H  2.91914  -1.59695  3.65047
H  1.05614  -1.41995  4.67347
H  0.46714  0.20105  4.88247
H  1.89814  -0.18595  5.74547
C  0.19014  3.15005  -2.73153
O  -1.16686  2.81405  -3.06053
C  -1.59486  1.46305  -3.10053
C  -3.01586  1.41305  -3.65153
N  -3.53486  0.08405  -3.37553
C  -4.76286  -0.32595  -4.03153
C  -5.04886  -1.72895  -3.62153
O  -6.13186  -2.23495  -3.95753
C  -6.45086  -3.51095  -3.32053
H  0.87814  2.51905  -3.24553
H  0.27814  3.15205  -1.67653
H  0.43314  4.17905  -3.04653
H  -1.59186  0.94805  -2.14553
H  -0.84586  0.98505  -3.76053
H  -3.06286  1.70005  -4.69753
H  -3.60586  2.18005  -3.12953
H  -3.65186  0.06505  -2.35953
H  -4.61386  -0.24795  -5.14653
H  -5.56786  0.33105  -3.76053
H  -5.02586  -1.67495  -2.53753
H  -4.14586  -2.27395  -3.93353
H  -5.57586  -4.12595  -3.19353
H  -7.15686  -4.02295  -3.93453
H  -6.97086  -3.47595  -2.37753
C  -2.17286  -0.65695  3.86747
C  -3.03386  -0.48595  2.74147
O  -2.46086  -1.22595  1.67347
H  -1.19286  -0.14795  3.69847
H  -2.06586  -1.71995  4.16947
H  -2.54286  -0.09895  4.72547
H  -3.17586  0.54905  2.49547
H  -4.05086  -0.84795  2.85547
H  -3.11886  -1.85695  1.31247
C  -5.45086  0.28705  0.55047
C  -4.59586  0.96805  -0.37753
O  -3.48286  0.19605  -0.67953
H  -6.41386  0.67405  0.41547
H  -5.15886  0.41005  1.58247
H  -5.59186  -0.76095  0.30247
H  -4.48286  1.93305  0.10747
H  -5.11086  1.15405  -1.35353
H  -2.88986  0.32405  0.06847
C  0.59114  -1.05095  -1.82953
C  -0.71486  -1.63395  -1.51453
O  -1.42486  -1.84395  -2.72053
H  0.50814  -0.06095  -2.28053
H  1.09814  -1.73295  -2.46553
H  1.13914  -0.93595  -0.85553
H  -1.25386  -1.15195  -0.70153
H  -0.43686  -2.64995  -1.19553
H  -1.91586  -1.03495  -2.98053
C  -2.63886  -4.08195  -0.17153
C  -3.62486  -3.11895  -0.53953
O  -4.52786  -3.08495  0.51947
H  -3.08186  -5.02695  -0.02253
H  -2.22886  -3.77995  0.78647
H  -1.85586  -4.17695  -0.90153
H  -4.07386  -3.40895  -1.49753
H  -3.18186  -2.16595  -0.74453
H  -4.77086  -3.94995  0.75547
C  -0.35686  1.62005  0.39147
C  0.31914  1.00105  1.48647
O  0.03514  -0.38095  1.45347
O  -1.70686  1.73805  0.64247
H  -0.12286  1.04405  -0.50053
H  0.09814  2.61105  0.27447
H  -0.15686  1.39205  2.38847
H  1.40414  1.17805  1.54047
H  -0.89186  -0.57995  1.49847
H  -1.81086  1.97705  1.54247

## Properties
total charge	0
structure (SMILES)	COCCNCCOC.COCCNCCOC.COCCNCCOC.OCCO.CCO.CCO.CCO.CCO
E_HOMO	-8.2	eV
ΔE to the lowest compared entry with this formula, charge and spin	0.0000	eV